1.
The following is a quantum chemistry calculation of CHClS3 in the gas phase, from the OMol25 dataset.

Last column: natural (NBO) charge in e.
Positions of all 6 atoms, in Å:
C: 0.1463 -0.1267 0.0477  -0.514
S: 0.0572 -1.7240 -0.0045  0.107
S: 1.5007 0.9325 0.2350  0.126
S: -1.3167 1.0903 -0.2834  0.248
Cl: -2.8515 -0.1875 -0.1078  -0.118
H: 2.4639 0.0154 0.1131  0.150

Results
**HOMO-LUMO gap**: 0.3202 Ha
**Electronic energy**: -46080.5304 eV
**Total charge**: 0
**Largest force on an atom**: 1.94 eV/Å
**SMILES string**: S=C(S)SCl
**HOMO energy**: -9.27 eV
**ΔE to the lowest compared entry with this formula, charge and spin**: 6.0 kcal/mol

=====

2.
The following is a quantum chemistry calculation of a gas-phase ion, C6H13ClN4OS (charge +2), from the OMol25 dataset.

Last column: Mulliken spin population.
Positions of all 26 atoms, in Å:
C: 1.9238 0.3924 2.5055  0.029
C: 1.8107 2.9653 2.2565  0.696
C: -2.1403 -2.5792 -2.5937  0.004
C: -1.0285 0.4285 -2.4133  0.007
C: -1.0976 -1.9959 -1.4467  0.005
C: -1.2967 -0.4666 -1.1699  0.003
N: 1.4283 0.1190 1.3998  0.051
N: 2.4238 1.9655 2.7441  -0.031
N: 0.2710 2.1670 0.8573  0.968
N: 2.1609 -0.3875 3.5095  0.004
O: -0.4308 -0.2289 -0.0145  0.091
S: 0.7686 0.8112 0.0091  0.033
Cl: 1.5475 4.5253 2.3991  0.124
H: -2.7960 -1.7312 -2.6725  0.000
H: -2.6687 -3.5459 -2.2624  0.000
H: -1.5471 -2.8767 -3.5621  0.000
H: 0.0186 0.5543 -2.6109  0.001
H: -1.4822 -0.0524 -3.2720  0.000
H: -1.5201 1.4131 -2.2136  0.000
H: -0.1183 -2.1808 -1.8431  0.000
H: -1.0752 -2.5740 -0.6141  -0.002
H: -2.3449 -0.4176 -0.7531  0.001
H: 3.2613 1.9047 3.3412  0.038
H: 0.0741 3.0048 0.3374  -0.025
H: 1.4180 -1.1263 3.6546  0.002
H: 2.4394 -0.0882 4.4277  0.000

Results
**HOMO-LUMO gap (spin up / spin down)**: 0.2993 / 0.2012 Ha
**Electronic energy**: -37772.6360 eV
**Total charge**: +2
**Largest force on an atom**: 4.36 eV/Å
**Spin multiplicity**: 3
**HOMO energy (spin up / spin down)**: -16.44 / -17.21 eV

=====

> What is the formula in the first record?

CHClS3

=====

> The lowest total charge belongs to which entry?

CHClS3

=====

> Among the records above, which one has the lowest total charge?

CHClS3

=====

> Which formula does entry 1 have?

CHClS3